# 1
Computed, not measured: 8 unconnected molecules or ions with the total composition C39H83ClF4IN3O17P, with ωB97M-V with the def2-TZVPD basis set.

HOMO-LUMO gap ... 6.27 eV

ORCA input file:
```
! wB97M-V def2-TZVPD RIJCOSX def2/J DEFGRID3
* xyz 1 1
C -0.34 4.36 5.15
C -1.48 4.42 4.11
C -2.09 3.04 3.72
I -3.47 2.31 5.20
C -1.06 2.04 3.26
C -0.71 2.05 1.94
C -1.17 2.93 0.81
C -2.29 2.20 -0.02
C -1.64 1.63 -1.29
F -3.23 3.14 -0.33
N 0.22 1.05 1.89
F 0.79 0.78 0.71
C 0.45 0.47 3.04
N 1.36 -0.57 3.24
C 0.95 -1.78 2.55
O 0.95 -1.94 1.37
F 0.59 -2.77 3.34
C 2.69 -0.13 2.91
O 3.22 0.70 3.58
F 3.30 -0.61 1.85
N -0.34 1.07 3.93
P -0.45 0.74 5.73
O -1.54 -0.46 5.76
Cl 1.32 -0.19 6.27
H 0.59 4.70 4.68
H -0.56 5.07 5.95
H -0.16 3.37 5.56
H -1.05 4.80 3.17
H -2.30 5.10 4.38
H -2.71 3.25 2.85
H -0.31 3.17 0.19
H -1.57 3.83 1.28
H -2.67 1.39 0.61
H -2.47 1.28 -1.91
H -1.10 2.43 -1.81
H -0.97 0.80 -1.05
H -2.16 -0.38 5.02
C 1.08 -1.47 -2.33
O 0.86 -0.55 -3.38
C 1.78 -0.71 -4.45
C 1.14 -1.43 -5.61
O 0.85 -2.79 -5.29
C -0.52 -3.00 -5.00
H 0.23 -1.42 -1.64
H 1.17 -2.50 -2.70
H 1.99 -1.20 -1.78
H 2.68 -1.23 -4.12
H 2.07 0.29 -4.78
H 1.85 -1.45 -6.45
H 0.24 -0.91 -5.95
H -1.12 -2.94 -5.92
H -0.90 -2.27 -4.28
H -0.63 -3.99 -4.58
C -0.73 -3.80 -10.38
O 0.44 -4.32 -10.98
C 1.44 -3.33 -11.19
C 2.53 -3.40 -10.15
O 2.05 -3.04 -8.86
C 1.81 -4.17 -8.02
H -1.35 -4.65 -10.07
H -0.50 -3.20 -9.50
H -1.29 -3.20 -11.10
H 0.99 -2.33 -11.21
H 1.87 -3.52 -12.18
H 3.31 -2.68 -10.41
H 2.98 -4.40 -10.13
H 2.77 -4.59 -7.69
H 1.22 -4.93 -8.53
H 1.26 -3.83 -7.15
C 5.12 -5.59 -5.51
O 5.20 -5.78 -6.91
C 6.05 -4.83 -7.54
C 7.40 -5.43 -7.88
O 8.14 -5.74 -6.70
C 8.12 -7.12 -6.39
H 4.62 -6.46 -5.08
H 6.11 -5.49 -5.06
H 4.53 -4.70 -5.28
H 6.17 -3.94 -6.91
H 5.56 -4.52 -8.47
H 7.98 -4.70 -8.44
H 7.28 -6.32 -8.50
H 8.74 -7.68 -7.09
H 7.10 -7.53 -6.40
H 8.53 -7.24 -5.39
C -1.09 4.36 9.18
O -0.92 5.58 8.48
C -1.53 6.69 9.14
C -0.50 7.53 9.88
O 0.06 6.82 10.97
C 1.35 6.31 10.70
H -0.44 3.62 8.72
H -0.83 4.45 10.23
H -2.13 4.02 9.08
H -2.31 6.35 9.83
H -2.00 7.30 8.37
H -1.00 8.41 10.29
H 0.28 7.87 9.19
H 2.08 7.13 10.68
H 1.39 5.77 9.74
H 1.62 5.62 11.49
C -7.01 -3.21 -4.60
O -6.60 -4.57 -4.50
C -5.72 -4.95 -5.55
C -4.29 -5.00 -5.07
O -3.80 -3.69 -4.75
C -3.78 -3.45 -3.36
H -7.52 -2.94 -3.68
H -6.16 -2.54 -4.75
H -7.72 -3.10 -5.43
H -5.82 -4.28 -6.41
H -6.02 -5.96 -5.87
H -3.66 -5.38 -5.88
H -4.18 -5.67 -4.21
H -2.96 -4.02 -2.90
H -4.72 -3.72 -2.88
H -3.59 -2.39 -3.20
C -6.31 1.06 -6.99
O -5.67 0.18 -6.08
C -4.33 -0.11 -6.46
C -3.34 0.67 -5.62
O -3.41 2.07 -5.89
C -4.12 2.79 -4.90
H -7.25 1.39 -6.54
H -5.70 1.94 -7.20
H -6.54 0.54 -7.93
H -4.17 0.08 -7.52
H -4.17 -1.18 -6.28
H -2.33 0.35 -5.88
H -3.50 0.48 -4.55
H -3.51 2.86 -3.98
H -5.08 2.33 -4.67
H -4.29 3.79 -5.28
C 2.18 2.28 14.96
O 2.37 3.50 14.27
C 1.76 4.61 14.91
C 2.78 5.44 15.66
O 3.33 4.74 16.76
C 4.62 4.23 16.51
H 2.83 1.53 14.52
H 2.43 2.38 16.02
H 1.14 1.95 14.86
H 0.97 4.27 15.59
H 1.30 5.22 14.13
H 2.28 6.33 16.06
H 3.57 5.78 14.98
H 5.35 5.04 16.49
H 4.66 3.68 15.56
H 4.88 3.54 17.31
*
```



# 2
Computed, not measured: 7 unconnected molecules or ions with the total composition C39H87N3O29P7, with ωB97M-V with the def2-TZVPD basis set.

HOMO-LUMO gap ... 3.07 eV

ORCA input file:
```
! wB97M-V def2-TZVPD RIJCOSX def2/J DEFGRID3
* xyz -1 1
C 3.52 -4.23 3.33
C 3.20 -4.20 1.76
N 1.83 -3.63 1.63
C 1.50 -3.24 0.22
C 1.89 -1.81 -0.25
P 1.24 -0.27 0.69
C 2.66 0.87 0.02
C 2.96 2.13 0.94
C 1.93 3.31 0.78
C 1.83 4.00 2.21
O 1.34 3.09 3.23
C 2.24 2.95 4.27
O 2.50 3.80 5.08
C -0.37 -1.15 1.29
C -1.37 -1.51 0.10
C -2.54 -0.51 -0.06
O -2.28 0.69 -0.09
N -3.94 -0.91 -0.21
C -4.62 -0.98 1.08
C -4.65 0.11 2.06
C -5.36 -0.07 3.34
C -6.03 -1.34 3.67
C -5.99 -2.40 2.68
C -5.31 -2.22 1.40
N 2.09 -0.65 2.27
C 3.27 -0.89 2.22
O 4.45 -0.98 2.11
C 0.94 -4.77 1.92
C -0.02 -4.79 3.17
O 0.88 -5.75 1.20
H 3.49 -5.26 3.76
H 4.47 -3.70 3.58
H 2.70 -3.65 3.85
H 3.95 -3.48 1.33
H 3.32 -5.20 1.28
H 0.44 -3.55 0.04
H 2.09 -3.96 -0.43
H 1.46 -1.72 -1.30
H 3.00 -1.80 -0.44
H 0.73 0.92 1.34
H 0.48 0.11 -0.49
H 2.27 1.33 -0.94
H 3.58 0.31 -0.31
H 3.96 2.53 0.57
H 3.15 1.82 2.00
H 0.94 2.93 0.44
H 2.27 4.05 0.00
H 1.19 4.93 2.19
H 2.88 4.31 2.49
H 2.79 1.96 4.30
H -0.19 -2.00 1.99
H -0.96 -0.40 1.90
H -1.80 -2.53 0.29
H -0.79 -1.60 -0.87
H -4.39 -0.16 -0.74
H -4.14 1.08 1.85
H -5.42 0.75 4.09
H -6.55 -1.50 4.63
H -6.50 -3.38 2.87
H -5.31 -3.11 0.69
H 0.19 -3.87 3.78
H -1.06 -4.81 2.75
H 0.20 -5.74 3.72
C 6.24 1.80 3.30
O 7.27 2.71 2.87
P 8.89 2.23 3.12
O 9.38 3.44 2.35
O 8.68 0.93 2.15
C 8.46 1.13 0.75
O 10.47 1.74 3.51
C 11.35 1.42 2.45
H 5.49 2.36 3.87
H 5.76 1.37 2.42
H 6.63 1.00 3.92
H 8.25 2.17 0.50
H 7.61 0.51 0.44
H 9.35 0.80 0.21
H 11.25 2.10 1.61
H 11.19 0.39 2.12
H 12.37 1.49 2.84
C -7.53 -7.26 0.95
O -6.59 -6.29 0.48
P -4.93 -6.69 0.64
O -4.54 -5.45 -0.14
O -5.13 -7.99 -0.35
C -5.45 -7.78 -1.71
O -3.31 -7.12 0.89
C -2.49 -7.39 -0.24
H -8.28 -6.76 1.56
H -8.03 -7.71 0.09
H -7.06 -8.04 1.54
H -5.73 -6.75 -1.93
H -6.28 -8.43 -1.98
H -4.59 -8.05 -2.33
H -2.68 -6.69 -1.06
H -2.64 -8.41 -0.59
H -1.45 -7.28 0.07
C -0.93 2.16 -2.42
O -0.21 1.80 -3.61
P -0.58 0.31 -4.33
O 0.29 0.56 -5.54
O -2.13 0.79 -4.58
C -2.39 1.79 -5.55
O -0.98 -1.28 -4.75
C -1.68 -1.50 -5.95
H -0.22 2.50 -1.67
H -1.62 2.98 -2.66
H -1.49 1.32 -2.02
H -1.49 2.28 -5.90
H -3.06 2.54 -5.11
H -2.90 1.33 -6.40
H -1.32 -0.87 -6.76
H -2.75 -1.34 -5.80
H -1.53 -2.55 -6.23
C 8.61 4.16 5.34
O 8.41 4.59 6.69
P 8.65 6.25 7.03
O 8.16 6.13 8.45
O 7.45 6.65 5.98
C 6.10 6.36 6.32
O 9.12 7.87 7.15
C 8.13 8.84 7.44
H 9.24 3.26 5.35
H 7.64 3.91 4.90
H 9.09 4.92 4.73
H 6.01 5.69 7.18
H 5.62 5.89 5.46
H 5.58 7.30 6.54
H 7.42 8.48 8.18
H 7.62 9.13 6.53
H 8.64 9.72 7.85
C -9.75 -5.83 -6.84
O -10.21 -6.16 -5.52
P -9.10 -5.98 -4.24
O -10.13 -6.28 -3.18
O -8.98 -4.37 -4.54
C -10.08 -3.53 -4.24
O -7.78 -5.90 -3.18
C -7.78 -4.92 -2.16
H -10.03 -6.63 -7.52
H -10.24 -4.91 -7.16
H -8.67 -5.68 -6.88
H -10.99 -4.08 -4.02
H -10.26 -2.87 -5.10
H -9.82 -2.90 -3.39
H -8.76 -4.79 -1.70
H -7.42 -3.97 -2.56
H -7.08 -5.25 -1.38
C -2.06 6.00 -7.99
O -2.34 5.74 -6.60
P -1.05 5.92 -5.49
O -2.01 5.69 -4.34
O -0.92 7.51 -5.87
C -1.97 8.40 -5.52
O 0.29 6.02 -4.46
C 0.33 7.04 -3.49
H -2.47 5.18 -8.58
H -2.55 6.93 -8.28
H -0.99 6.08 -8.18
H -2.88 7.88 -5.20
H -2.21 9.02 -6.38
H -1.63 9.05 -4.71
H -0.65 7.21 -3.03
H 0.69 7.97 -3.94
H 1.03 6.74 -2.72
*
```



# 3
Computed, not measured: 8 unconnected molecules or ions with the total composition C39H90BN11O3, with ωB97M-V with the def2-TZVPD basis set.

HOMO-LUMO gap ... 9.60 eV

ORCA input file:
```
! wB97M-V def2-TZVPD RIJCOSX def2/J DEFGRID3
* xyz 6 1
B 3.68 -14.07 10.05
H 2.74 -13.83 9.43
H 3.47 -14.86 10.85
H 4.58 -14.31 9.39
H 3.82 -13.04 10.55
C 0.29 -16.95 2.15
C 0.68 -17.24 3.61
N 1.05 -15.97 4.25
C 0.20 -14.90 4.46
C 0.82 -13.92 5.17
N 2.09 -14.40 5.46
C 2.17 -15.65 4.91
C 3.04 -13.74 6.35
H 0.14 -17.89 1.61
H 1.07 -16.42 1.61
H -0.61 -16.35 2.05
H 1.57 -17.87 3.62
H -0.13 -17.62 4.24
H -0.85 -15.00 4.26
H 0.59 -12.97 5.61
H 3.05 -16.25 5.08
H 3.75 -13.21 5.71
H 3.62 -14.42 6.96
H 2.55 -12.98 6.96
C 5.98 -8.85 12.01
C 4.55 -9.07 12.44
N 3.63 -8.82 11.36
C 3.45 -9.59 10.25
C 2.79 -8.80 9.33
N 2.45 -7.60 9.94
C 2.91 -7.69 11.18
C 1.73 -6.47 9.34
H 6.17 -7.86 11.58
H 6.39 -9.60 11.33
H 6.62 -8.89 12.89
H 4.22 -8.49 13.31
H 4.35 -10.04 12.91
H 3.90 -10.57 10.13
H 2.39 -9.08 8.37
H 3.07 -6.84 11.83
H 0.74 -6.48 9.78
H 1.66 -6.55 8.26
H 2.22 -5.52 9.55
C 3.72 -17.96 13.87
C 2.91 -16.96 13.07
N 3.03 -15.66 13.74
C 4.03 -14.76 13.55
C 3.69 -13.60 14.16
N 2.51 -13.81 14.82
C 2.07 -15.06 14.50
C 1.80 -12.88 15.68
H 3.37 -17.96 14.90
H 4.78 -17.71 13.80
H 3.66 -19.00 13.54
H 1.85 -17.22 13.01
H 3.15 -16.85 12.02
H 4.88 -14.94 12.92
H 4.24 -12.67 14.27
H 1.20 -15.60 14.83
H 2.17 -12.88 16.70
H 0.74 -13.14 15.79
H 1.90 -11.86 15.31
C 6.03 -16.98 10.23
C 7.32 -16.28 9.83
N 8.38 -17.22 9.52
C 8.81 -18.34 10.25
C 9.90 -18.84 9.66
N 10.17 -18.09 8.53
C 9.27 -17.10 8.51
C 11.16 -18.43 7.52
H 5.69 -17.68 9.47
H 5.24 -16.25 10.45
H 6.09 -17.58 11.14
H 7.70 -15.64 10.63
H 7.13 -15.61 8.99
H 8.34 -18.58 11.19
H 10.48 -19.70 9.96
H 9.12 -16.38 7.72
H 11.11 -17.79 6.64
H 11.09 -19.47 7.22
H 12.12 -18.20 7.97
C -0.44 -10.68 13.22
N -1.15 -10.98 11.90
C -2.64 -10.81 12.18
C -0.69 -10.06 10.80
C -0.90 -12.43 11.54
C 0.45 -12.89 11.02
O 1.55 -12.49 11.83
H -0.68 -9.73 13.70
H 0.60 -10.68 12.91
H -0.56 -11.50 13.92
H -3.13 -10.90 11.21
H -2.81 -9.83 12.62
H -2.98 -11.62 12.82
H -0.76 -9.08 11.28
H -1.27 -10.21 9.89
H 0.38 -10.26 10.67
H -1.67 -12.65 10.80
H -1.20 -12.98 12.43
H 0.62 -12.47 10.02
H 0.41 -13.97 10.88
H 2.29 -12.85 11.28
C -1.55 -17.11 9.58
N -0.32 -17.48 8.80
C -0.35 -19.00 8.46
C -0.27 -16.70 7.48
C 0.93 -17.20 9.61
C 2.24 -17.28 8.84
O 2.57 -16.06 8.19
H -2.40 -17.38 8.95
H -1.52 -16.05 9.83
H -1.54 -17.76 10.45
H 0.28 -19.27 7.62
H -1.38 -19.15 8.13
H -0.22 -19.56 9.38
H 0.09 -15.71 7.75
H -1.28 -16.70 7.09
H 0.46 -17.21 6.85
H 0.85 -17.94 10.41
H 0.81 -16.26 10.15
H 2.42 -18.12 8.16
H 3.09 -17.39 9.52
H 2.94 -15.38 8.82
C 8.59 -9.70 6.59
N 7.30 -10.43 7.07
C 6.42 -9.40 7.74
C 6.56 -10.82 5.83
C 7.63 -11.61 7.97
C 6.45 -12.58 8.34
O 5.38 -11.89 8.99
H 9.46 -10.33 6.42
H 8.81 -8.98 7.38
H 8.39 -9.21 5.64
H 5.37 -9.52 7.49
H 6.62 -8.44 7.25
H 6.61 -9.36 8.80
H 7.18 -11.62 5.41
H 6.40 -9.96 5.19
H 5.60 -11.31 6.04
H 7.93 -11.05 8.86
H 8.47 -12.18 7.60
H 6.76 -13.36 9.04
H 6.02 -13.12 7.49
H 4.79 -12.62 9.34
*
```



| no. | E_tot (Eh) | E_HOMO (eV) | LUMO (eV) |
| --- | --- | --- | --- |
| 1 | -4477.2304 | -10.2 | -3.93 |
| 2 | -6273.3661 | -4.4 | -1.37 |
| 3 | -2390.4730 | -21.4 | -11.76 |